Record 1
{
  "formula": "C40H39BN11O3RuS",
  "method": "ωB97M-V/def2-TZVPD",
  "species": ["Ru", "C", "C", "C", "C", "N", "N", "B", "N", "C", "C", "C", "C", "N", "N", "C", "C", "C", "C", "N", "N", "C", "C", "C", "C", "N", "H", "H", "H", "H", "H", "H", "H", "H", "H", "H", "H", "H", "H", "H", "H", "H", "H", "H", "H", "H", "C", "C", "C", "C", "C", "C", "N", "N", "C", "C", "C", "C", "C", "C", "H", "H", "H", "H", "H", "H", "H", "H", "H", "O", "C", "O", "C", "C", "C", "C", "S", "C", "C", "H", "H", "H", "H", "H", "O", "N", "C", "C", "C", "C", "C", "H", "H", "H", "H", "H"],
  "coordinates": [[0.130, 0.518, -0.542], [0.475, -3.141, -1.358], [-0.776, -2.602, -0.773], [-1.931, -3.350, -0.535], [-2.795, -2.482, 0.081], [-2.189, -1.295, 0.228], [-0.948, -1.348, -0.348], [-2.641, 0.010, 0.943], [-2.881, 1.063, -0.149], [-4.010, 1.687, -0.523], [-3.703, 2.527, -1.564], [-2.329, 2.362, -1.791], [-1.533, 3.120, -2.801], [-1.845, 1.464, -0.930], [-1.488, 0.430, 1.909], [-1.537, 0.549, 3.247], [-0.280, 0.878, 3.702], [0.522, 0.950, 2.556], [1.971, 1.279, 2.472], [-0.225, 0.672, 1.491], [-3.883, -0.114, 1.825], [-4.572, -1.149, 2.365], [-5.543, -0.635, 3.186], [-5.376, 0.762, 3.105], [-6.151, 1.836, 3.798], [-4.377, 1.065, 2.296], [0.308, -4.169, -1.677], [1.261, -3.122, -0.603], [0.804, -2.565, -2.220], [-2.104, -4.381, -0.788], [-3.806, -2.642, 0.403], [-4.937, 1.500, -0.013], [-4.368, 3.188, -2.092], [-1.979, 4.106, -2.929], [-1.527, 2.603, -3.759], [-0.497, 3.245, -2.500], [-2.461, 0.402, 3.778], [0.026, 1.050, 4.719], [2.434, 1.128, 3.446], [2.122, 2.322, 2.187], [2.464, 0.640, 1.742], [-4.316, -2.175, 2.185], [-6.264, -1.185, 3.766], [-6.984, 1.410, 4.356], [-6.549, 2.552, 3.080], [-5.519, 2.384, 4.497], [-1.093, 6.035, 0.750], [0.027, 6.073, -0.070], [0.674, 4.905, -0.430], [0.200, 3.675, 0.025], [-0.919, 3.634, 0.844], [-1.558, 4.812, 1.205], [0.897, 2.461, -0.363], [2.122, 2.665, -0.556], [2.820, 1.516, -0.840], [4.190, 1.636, -1.120], [4.903, 0.508, -1.431], [4.231, -0.722, -1.475], [2.882, -0.820, -1.204], [2.116, 0.301, -0.839], [-1.598, 6.951, 1.028], [0.399, 7.020, -0.440], [1.537, 4.939, -1.078], [-1.303, 2.704, 1.226], [-2.429, 4.754, 1.845], [4.646, 2.617, -1.094], [5.959, 0.565, -1.659], [4.784, -1.615, -1.744], [2.412, -1.782, -1.273], [-2.216, -5.091, -6.019], [-2.894, -4.069, -5.438], [-4.093, -4.095, -5.414], [-2.074, -2.975, -4.843], [-2.686, -2.142, -3.909], [-1.981, -1.112, -3.318], [-0.640, -0.881, -3.641], [0.263, 0.474, -2.982], [-0.040, -1.700, -4.601], [-0.747, -2.732, -5.194], [-1.269, -4.971, -5.886], [-3.724, -2.319, -3.660], [-2.463, -0.469, -2.590], [0.991, -1.514, -4.875], [-0.248, -3.324, -5.955], [1.521, -1.775, 1.529], [2.030, -2.688, 2.265], [1.377, -3.112, 3.376], [1.910, -4.096, 4.178], [3.130, -4.672, 3.861], [3.786, -4.226, 2.725], [3.227, -3.239, 1.943], [0.437, -2.609, 3.544], [1.354, -4.403, 5.054], [3.558, -5.446, 4.483], [4.741, -4.637, 2.429], [3.672, -2.822, 1.052]],
  "mulliken_charge": [-0.14, -0.98, 0.25, -2.19, 0.00, 0.26, 1.17, -0.11, 0.38, 0.11, -1.78, 0.17, -1.69, 1.38, 0.56, -0.02, -2.06, 0.07, -1.34, 1.18, 0.29, -0.12, -1.34, 0.68, -1.29, -1.24, 0.54, -0.06, 0.02, 0.57, 0.77, 0.64, 0.52, 0.39, 0.25, 0.17, 0.59, 0.57, 0.52, 0.12, 0.10, 0.48, 0.46, 0.37, 0.29, 0.27, -0.58, -0.71, -0.59, -0.55, 0.37, -1.19, 2.91, -1.25, 0.69, -0.61, -0.71, -1.01, -0.11, 0.24, 0.42, 0.39, 0.48, 0.26, 0.50, 0.49, 0.39, 0.48, 0.62, -0.48, 0.67, -0.57, 0.88, -1.01, -0.14, 0.47, -0.44, -0.88, -1.09, 0.29, 0.49, 0.36, 0.46, 0.33, -0.17, 0.03, -0.11, -0.78, -0.20, -0.85, -0.01, 0.43, 0.39, 0.39, 0.40, 0.43],
  "spin_multiplicity": 2,
  "e_above_lowest_ev": 0.000,
  "homo_ev": [-7.28, -7.18],
  "homo_lumo_gap_ev": [6.83, 6.51]
}

=====

Record 2
{
  "formula": "C40H39N13O6STa",
  "method": "ωB97M-V/def2-TZVPD",
  "species": ["Ta", "N", "C", "N", "C", "N", "N", "C", "C", "C", "C", "C", "C", "N", "C", "C", "C", "C", "C", "C", "H", "H", "H", "H", "H", "H", "H", "H", "H", "H", "H", "O", "C", "C", "C", "C", "C", "C", "C", "N", "N", "C", "O", "C", "C", "C", "C", "C", "C", "H", "H", "H", "H", "H", "H", "H", "H", "H", "H", "N", "C", "C", "N", "C", "C", "N", "H", "H", "H", "H", "H", "C", "C", "S", "O", "O", "C", "C", "N", "C", "N", "C", "C", "N", "O", "O", "C", "H", "H", "H", "H", "H", "H", "H", "H", "H", "H", "H", "H", "H"],
  "coordinates": [[-0.414, -1.522, 0.499], [-1.139, -1.303, -3.926], [-0.661, -1.560, -2.728], [-1.259, -1.229, -1.600], [-2.472, -0.529, -1.669], [-3.081, -0.120, -0.607], [-2.401, -0.497, 0.538], [-3.068, -0.486, 1.628], [-2.484, -1.151, 2.791], [-3.133, -1.210, 4.006], [-2.576, -1.975, 5.028], [-1.406, -2.665, 4.784], [-0.801, -2.553, 3.538], [-1.318, -1.804, 2.567], [-3.043, -0.231, -2.976], [-4.258, 0.449, -3.128], [-4.747, 0.703, -4.390], [-4.038, 0.284, -5.522], [-2.840, -0.388, -5.394], [-2.359, -0.635, -4.115], [-0.610, -1.605, -4.735], [0.297, -2.055, -2.688], [-4.082, -0.096, 1.648], [-4.063, -0.677, 4.149], [-3.065, -2.041, 5.991], [-0.951, -3.290, 5.540], [0.122, -3.075, 3.318], [-4.801, 0.762, -2.248], [-5.685, 1.225, -4.510], [-4.433, 0.484, -6.509], [-2.287, -0.713, -6.266], [-1.686, -2.930, 0.390], [-2.158, -3.906, -0.414], [-3.485, -4.293, -0.324], [-3.928, -5.315, -1.147], [-3.064, -5.969, -2.035], [-1.742, -5.597, -2.095], [-1.276, -4.536, -1.295], [0.109, -4.214, -1.243], [0.604, -3.169, -0.646], [2.003, -3.221, -0.597], [2.408, -2.422, 0.310], [1.449, -1.676, 0.949], [3.797, -2.175, 0.679], [4.110, -1.086, 1.496], [5.431, -0.826, 1.819], [6.433, -1.658, 1.336], [6.121, -2.742, 0.523], [4.806, -3.005, 0.188], [-4.144, -3.807, 0.382], [-4.963, -5.627, -1.088], [-3.430, -6.777, -2.651], [-1.051, -6.114, -2.750], [0.830, -4.896, -1.687], [3.330, -0.424, 1.845], [5.683, 0.027, 2.433], [7.465, -1.459, 1.591], [6.908, -3.381, 0.148], [4.556, -3.845, -0.446], [2.115, 0.741, 4.998], [1.219, 0.966, 4.016], [0.973, 0.014, 3.011], [0.101, 0.253, 2.033], [-0.536, 1.430, 2.042], [-0.301, 2.341, 3.061], [0.548, 2.120, 4.045], [2.743, -0.043, 4.978], [2.294, 1.483, 5.655], [1.499, -0.927, 3.003], [-1.206, 1.663, 1.236], [-0.821, 3.289, 3.063], [-0.036, 7.035, 0.375], [1.297, 6.583, 0.952], [1.663, 4.874, 0.678], [0.446, 4.100, 0.870], [2.830, 4.527, 1.439], [2.105, 4.762, -1.057], [1.261, 3.859, -1.955], [1.215, 2.443, -1.520], [0.127, 1.779, -1.067], [0.452, 0.542, -0.640], [1.807, 0.421, -0.893], [2.260, 1.559, -1.447], [3.605, 1.764, -1.937], [4.369, 0.847, -1.754], [3.850, 2.805, -2.506], [-1.217, 2.415, -1.094], [-0.209, 8.074, 0.648], [-0.856, 6.435, 0.766], [-0.046, 6.979, -0.715], [1.348, 6.682, 2.038], [2.138, 7.136, 0.532], [3.144, 4.439, -1.061], [2.081, 5.774, -1.460], [1.718, 3.870, -2.942], [0.238, 4.208, -2.047], [2.402, -0.444, -0.721], [-1.538, 2.591, -2.122], [-1.183, 3.369, -0.572], [-1.958, 1.787, -0.615]],
  "mulliken_charge": [3.52, 0.24, -1.07, 0.23, -0.26, -1.94, 1.18, -1.13, 1.13, -0.87, -0.50, -0.99, -0.48, 0.36, 1.01, -0.42, -0.92, -0.50, -1.13, 0.22, 0.38, 0.68, 0.64, 0.59, 0.52, 0.53, 0.61, 0.51, 0.48, 0.45, 0.50, 0.00, 0.55, -0.77, -0.72, -0.89, -0.86, 0.76, -0.21, 0.49, -1.28, 0.23, -0.37, 0.88, -0.15, -1.19, -0.52, -0.76, -0.79, 0.55, 0.49, 0.47, 0.51, 0.59, 0.83, 0.48, 0.45, 0.45, 0.49, -0.39, -0.43, -0.73, 1.03, -0.15, -0.97, -0.59, 0.20, 0.28, 0.94, 0.30, 0.52, -0.97, -0.72, 1.28, -0.52, -0.82, -0.96, -1.20, 0.33, 0.45, 0.53, -1.17, -0.16, 1.06, -0.60, -0.63, -1.92, 0.43, 0.23, 0.29, 0.43, 0.44, 0.51, 0.71, 0.44, 0.54, 0.49, 0.53, 0.42, 0.31],
  "spin_multiplicity": 1,
  "e_above_lowest_ev": 0.000,
  "homo_ev": -15.63,
  "homo_lumo_gap_ev": 6.67,
  "charge": 3
}

=====

Molecular weight per entry: 865.77, 1010.85 u